Record 1
# C47H45Cl5F5N6O4PS3SeSiSr

A molecular structure, C47H45Cl5F5N6O4PS3SeSiSr (ωB97M-V with the def2-TZVPD basis set, the Open Molecules 2025 dataset).

HOMO energy   -2.67 eV
LUMO energy   3.636 eV
Gap between HOMO and LUMO   6.31 eV

ORCA input file:
```
! wB97M-V def2-TZVPD RIJCOSX def2/J DEFGRID3
* xyz -2 1
Sr -0.6599 -0.3771 0.4656
C -3.2418 -2.0607 0.2737
Si -3.6467 -0.9235 -1.1624
C -5.3155 -0.1370 -0.7140
C -3.9278 -2.0727 -2.6487
N -2.3527 0.1734 -1.3118
C -2.3017 1.1138 -2.3001
C -3.2912 1.3045 -3.2933
C -3.1556 2.2148 -4.3289
C -2.0166 2.9955 -4.4402
C -1.0310 2.8627 -3.4699
C -1.1873 1.9798 -2.4193
O -0.1817 1.8732 -1.4579
C 0.3423 3.0597 -0.9869
C 1.7130 3.1243 -0.7916
C 2.2685 4.2665 -0.2380
C 1.4667 5.3424 0.1198
C 0.0971 5.2718 -0.0904
C -0.4705 4.1359 -0.6481
H -4.0131 -2.8332 0.3132
H -3.2558 -1.5713 1.2547
H -2.2958 -2.5979 0.1885
H -6.0313 -0.9090 -0.4135
H -5.7579 0.4284 -1.5371
H -5.1897 0.5484 0.1288
H -4.8991 -2.5729 -2.5753
H -3.1597 -2.8520 -2.6738
H -3.8926 -1.5441 -3.6037
H -4.1945 0.7090 -3.2436
H -3.9518 2.3047 -5.0604
H -1.8892 3.6909 -5.2597
H -0.1254 3.4560 -3.5143
H 2.3263 2.2742 -1.0639
H 3.3380 4.3057 -0.0727
H 1.9042 6.2248 0.5716
H -0.5418 6.0986 0.1977
H -1.5396 4.0678 -0.8039
Cl -0.4751 6.1821 4.5549
C -0.1825 4.7301 3.6632
C -1.2314 4.0599 3.0390
Cl -2.8374 4.6865 3.1460
C -0.9898 2.9049 2.3180
Cl -2.2667 2.0762 1.5019
C 0.3086 2.3489 2.1530
O 0.5139 1.3173 1.4470
C 1.3476 3.0494 2.8319
Cl 2.9301 2.3939 2.6985
C 1.1062 4.2042 3.5535
Cl 2.4194 5.0254 4.3178
F 7.8424 -2.9864 -4.8886
C 6.8476 -2.1494 -4.5345
C 5.6197 -2.2064 -5.1666
F 5.4288 -3.1061 -6.1501
C 4.6059 -1.3429 -4.7969
F 3.4574 -1.4365 -5.4851
C 4.7412 -0.3918 -3.7777
Se 3.3393 0.7470 -3.2537
C 6.0072 -0.3603 -3.1785
F 6.2746 0.5343 -2.2138
C 7.0357 -1.2118 -3.5358
F 8.2314 -1.1357 -2.9212
C 1.9464 -4.3622 0.8617
N 2.9292 -3.4534 0.3080
C 3.1174 -2.1892 0.7348
S 2.2010 -1.4891 1.9539
N 4.1218 -1.5236 0.1086
C 4.4329 -0.1261 0.3813
H 1.7077 -5.1260 0.1197
H 1.0396 -3.8110 1.1049
H 2.2958 -4.8440 1.7790
H 3.6351 -3.8433 -0.2942
H 4.3584 -1.8431 -0.8201
H 4.3764 0.0385 1.4524
H 3.7407 0.5456 -0.1241
H 5.4406 0.0778 0.0235
N -7.2004 -5.2641 3.0970
C -5.8006 -5.1478 3.0486
C -5.0594 -5.0121 4.2195
C -3.6761 -4.9273 4.1708
C -3.0210 -4.9759 2.9514
C -3.7515 -5.1307 1.7823
C -5.1297 -5.2216 1.8272
S -1.2520 -4.7725 2.8449
O -0.8373 -5.5997 1.7349
O -0.7352 -5.1143 4.1545
N -1.0180 -3.2513 2.4436
C -1.0722 -2.2779 3.3751
S -0.9972 -2.5041 5.1226
C -1.1257 -0.7922 5.3376
C -1.1901 -0.1813 4.1383
N -1.1776 -1.0037 3.0382
H -7.6080 -4.8110 3.9007
H -7.6526 -4.9546 2.2501
H -5.5707 -4.9705 5.1752
H -3.0939 -4.8208 5.0768
H -3.2281 -5.1786 0.8369
H -5.6968 -5.3419 0.9099
H -1.1209 -0.3354 6.3133
H -1.2501 0.8875 3.9946
C -0.2014 -1.3335 -3.4721
P 0.3932 -2.3832 -2.0938
C 2.0491 -2.8227 -2.7611
C -0.4912 -3.9714 -2.3750
C -0.7570 -4.4748 -3.6492
C -1.4087 -5.6873 -3.8087
C -1.7904 -6.4264 -2.6945
C -1.5137 -5.9485 -1.4234
C -0.8784 -4.7214 -1.2674
H -0.0727 -1.8189 -4.4412
H 0.4039 -0.4229 -3.4662
H -1.2442 -1.0632 -3.3191
H 1.9953 -3.0336 -3.8296
H 2.4388 -3.6972 -2.2409
H 2.7065 -1.9630 -2.6112
H -0.4536 -3.9146 -4.5256
H -1.6158 -6.0614 -4.8046
H -2.2929 -7.3780 -2.8225
H -1.7661 -6.5228 -0.5404
H -0.6601 -4.3732 -0.2626
*
```

---

Record 2
# C3H6N2O

C3H6N2O in the gas phase (ωB97M-V with the def2-TZVPD basis set, the Open Molecules 2025 dataset).

HOMO energy   -9.31 eV
LUMO energy   0.821 eV
Gap between HOMO and LUMO   10.13 eV

ORCA input file:
```
! wB97M-V def2-TZVPD RIJCOSX def2/J DEFGRID3
* xyz 0 1
C 1.1501 -1.1850 1.4712
C 0.0019 -0.6344 0.7131
N 0.2722 0.1339 -0.2600
N -0.8033 0.6726 -0.9182
C -0.7888 1.5518 -2.0048
O 0.1907 2.0261 -2.4507
H 1.1560 -2.3581 1.4940
H 1.1204 -0.8743 2.6265
H 2.1123 -0.8671 0.9337
H -1.0397 -0.6838 1.0930
H -1.6260 0.3683 -0.5351
H -1.7459 1.8500 -2.1628
*
```

---

Record 3
# C42H37AsN7O3PtS

A molecular structure, C42H37AsN7O3PtS (ωB97M-V with the def2-TZVPD basis set, the Open Molecules 2025 dataset).

HOMO energy (spin up / spin down)   -13.56 / -15.42 eV
LUMO energy (spin up / spin down)   -8.183 / -9.777 eV
Expectation value of S²   6.07
Gap between HOMO and LUMO (spin up / spin down)   5.38 / 5.64 eV

ORCA input file:
```
! wB97M-V def2-TZVPD RIJCOSX def2/J DEFGRID3
* xyz 3 5
Pt 0.9178 -0.3751 1.1923
C 5.1885 -1.0099 2.1422
C 3.7332 -0.6961 2.2631
N 2.9867 -0.5825 1.1935
N 3.5454 -0.8898 -0.0122
C 2.9256 -0.7469 -1.2067
N 3.4737 -1.3339 -2.2704
S 1.5605 0.2141 -1.3959
C 3.0710 -0.5514 3.5462
C 3.7319 -0.6084 4.7810
C 2.9925 -0.5391 5.9496
C 1.6162 -0.3752 5.8729
C 1.0308 -0.3133 4.6133
N 1.7305 -0.4107 3.5007
H 5.6582 -0.3630 1.3981
H 5.3353 -2.0533 1.8423
H 5.7114 -0.8729 3.0832
H 4.4041 -1.4362 0.0206
H 4.3332 -1.8618 -2.2386
H 3.0459 -1.1941 -3.1746
H 4.8033 -0.7084 4.8446
H 3.4840 -0.6209 6.9071
H 1.0102 -0.3116 6.7621
H -0.0395 -0.2088 4.4985
C 0.5396 7.6457 -6.9365
O -0.8149 7.4200 -6.6047
C -1.1861 7.0405 -5.4062
C -2.5641 6.7209 -5.2609
C -3.0355 6.1573 -4.1142
C -2.1511 5.8742 -3.0410
C -0.8019 6.3330 -3.1331
C -0.3304 6.8913 -4.2856
N -2.5599 5.1097 -2.0398
N -1.8828 4.6785 -1.0773
C -1.9026 3.5571 -0.4057
C -2.8493 2.5032 -0.5955
C -2.6140 1.2382 -0.1377
C -1.4068 0.9206 0.5340
O -1.0810 -0.2868 0.8855
C -0.5011 1.9830 0.8321
N 0.6537 1.6381 1.4703
C 1.4605 2.5974 1.9023
C 1.1973 3.9420 1.6839
C 0.0949 4.3116 0.9235
C -0.7761 3.3215 0.4723
H 0.5713 7.7118 -8.0254
H 1.1768 6.8242 -6.5944
H 0.9025 8.5848 -6.5078
H -3.2051 6.9090 -6.1070
H -4.0760 5.8878 -4.0262
H -0.1557 6.1834 -2.2823
H 0.6987 7.2180 -4.3294
H -3.7431 2.7223 -1.1588
H -3.3179 0.4429 -0.3332
H 2.3408 2.2730 2.4400
H 1.8673 4.6883 2.0809
H -0.0902 5.3510 0.6957
O 0.9458 -2.3605 0.6338
As -0.5408 -3.1706 0.5204
C -1.6357 -2.8273 2.0743
C -0.9974 -2.7214 3.3024
C -1.7498 -2.4789 4.4405
C -3.1241 -2.3251 4.3457
C -3.7528 -2.4340 3.1154
C -3.0126 -2.6967 1.9749
C -1.4721 -2.9045 -1.1714
C -2.2410 -3.9727 -1.6289
C -2.8935 -3.8774 -2.8456
C -2.8016 -2.7128 -3.5931
C -2.0553 -1.6423 -3.1272
C -1.3792 -1.7423 -1.9221
C 0.0084 -5.0350 0.4917
C 1.0067 -5.4006 -0.4035
C 1.4049 -6.7240 -0.4890
C 0.7941 -7.6813 0.3063
C -0.2001 -7.3146 1.1993
C -0.5978 -5.9881 1.2990
H 0.0829 -2.8495 3.3576
H -1.2709 -2.4277 5.4073
H -3.7067 -2.1323 5.2335
H -4.8228 -2.3231 3.0484
H -3.4982 -2.8033 1.0118
H -2.3320 -4.8760 -1.0347
H -3.4707 -4.7110 -3.2149
H -3.3116 -2.6432 -4.5403
H -1.9914 -0.7275 -3.6974
H -0.7825 -0.9120 -1.5638
H 1.4645 -4.6398 -1.0287
H 2.1808 -7.0107 -1.1814
H 1.0921 -8.7167 0.2276
H -0.6705 -8.0623 1.8202
H -1.3747 -5.7021 2.0017
*
```

---

| no. | F_max (eV/A) |
| --- | --- |
| 1 | 0.8 |
| 2 | 4.4 |
| 3 | 1.8 |